Below is a 2-piece molecular cluster, C7H10N overall, with properties calculated with ωB97M-V with the def2-TZVPD basis set.

CARTESIAN COORDINATES (ANGSTROEM)
C1 0.706 -1.486 -0.463
H1 3.444 -0.290 -1.131
H2 0.241 -2.192 -1.106
C2 0.472 -0.616 0.731
H3 3.614 0.190 0.636
H4 0.130 1.089 -1.072
C3 2.898 0.026 -0.166
C4 -3.280 -0.411 -0.579
H5 -3.531 0.607 1.472
H6 -0.773 0.860 1.641
C5 1.746 -0.802 -0.097
H7 0.491 -1.172 1.702
H8 2.351 1.037 -0.262
N1 -0.420 1.391 -0.321
C6 -0.247 0.647 0.730
C7 -3.410 0.072 0.510
H9 -1.159 1.960 -0.647
H10 -3.274 -0.909 -1.578

Results
E_tot = -327.0332 hartree
Net charge = +1
Energy above the lowest of the compared OMol25 structures with the same formula, charge and spin = 4.5671 eV